Entry 1:
# C16H42Cl3N2O10

A 6-piece molecular cluster, C16H42Cl3N2O10 overall (the ωB97M-V functional and the def2-TZVPD basis, the OMol25 dataset).

Values from the calculation:
Highest occupied orbital energy ... -6.3 eV
Kohn-Sham gap ... 8.65 eV
DFT total energy ... -78286.7051 eV

Geometry as ORCA input:
```
! RIJCOSX wB97M-V def2-TZVPD def2/J DEFGRID3
* xyz -1 1
Cl -15.367 -13.280 30.775
O -16.371 -12.270 30.515
O -14.197 -12.636 31.320
O -16.008 -14.206 31.705
O -15.086 -13.940 29.538
Cl -13.000 -14.241 26.373
C -13.725 -12.646 26.683
C -12.792 -11.751 27.484
Cl -11.585 -10.905 26.492
H -14.555 -12.808 27.379
H -14.205 -12.198 25.818
H -12.212 -12.351 28.176
H -13.402 -11.007 27.990
C -17.890 -16.671 29.586
O -18.252 -15.361 30.000
H -16.940 -17.003 30.006
H -18.682 -17.391 29.794
H -17.756 -16.644 28.497
H -17.450 -14.982 30.393
C -19.884 -12.028 32.175
O -19.029 -11.127 31.488
H -19.494 -13.045 32.286
H -19.991 -11.657 33.195
H -20.814 -12.100 31.604
H -18.456 -11.610 30.877
C -15.964 -10.576 33.651
O -15.832 -10.135 35.016
C -15.485 -8.788 35.159
C -15.650 -8.433 36.641
N -14.464 -8.927 37.394
C -14.720 -8.855 38.835
C -13.415 -8.953 39.602
O -12.578 -7.869 39.275
C -11.248 -7.970 39.669
H -16.499 -9.762 33.158
H -16.412 -11.562 33.707
H -14.968 -10.667 33.204
H -16.096 -8.029 34.649
H -14.444 -8.654 34.845
H -16.552 -8.893 37.041
H -15.741 -7.341 36.712
H -13.800 -8.164 37.257
H -15.441 -9.601 39.170
H -15.185 -7.905 39.152
H -12.901 -9.871 39.287
H -13.594 -8.992 40.683
H -10.815 -8.939 39.378
H -11.149 -7.809 40.744
H -10.615 -7.281 39.109
C -16.186 -14.531 35.555
O -14.955 -13.993 35.965
C -14.053 -13.883 34.877
C -12.693 -13.458 35.435
N -12.688 -12.042 35.865
C -12.511 -11.139 34.744
C -11.059 -10.674 34.599
O -10.962 -9.654 33.616
C -11.152 -8.355 34.072
H -16.818 -13.809 35.026
H -16.749 -14.789 36.458
H -16.089 -15.449 34.967
H -14.415 -13.074 34.240
H -13.835 -14.793 34.313
H -11.982 -13.642 34.614
H -12.388 -14.064 36.289
H -11.829 -11.950 36.402
H -13.038 -10.190 34.933
H -12.884 -11.402 33.753
H -10.508 -11.545 34.230
H -10.636 -10.266 35.524
H -10.239 -7.899 34.501
H -11.923 -8.316 34.849
H -11.348 -7.676 33.240
*
```



Entry 2:
# C16H42F6O13S2Sn

C16H42F6O13S2Sn as an isolated structure (the ωB97M-V functional and the def2-TZVPD basis, the OMol25 dataset).

Values from the calculation:
Highest occupied orbital energy ... -8.9 eV
Energy above the lowest of the compared OMol25 structures with the same formula, charge and spin ... 221.05 kcal per mole
Kohn-Sham gap ... 2.06 eV
DFT total energy ... -87682.8328 eV

Geometry as ORCA input:
```
! RIJCOSX wB97M-V def2-TZVPD def2/J DEFGRID3
* xyz 0 1
Sn 5.735 -6.345 -12.531
C 2.558 -12.934 -15.609
F 1.743 -11.867 -15.855
F 2.419 -13.355 -14.329
F 2.269 -13.930 -16.473
S 4.401 -12.511 -15.783
O 5.167 -13.328 -14.778
O 4.760 -12.821 -17.152
O 4.424 -11.080 -15.564
C 2.795 -12.222 -7.783
F 2.925 -13.011 -6.724
F 1.940 -12.629 -8.759
F 2.356 -11.100 -7.248
S 4.664 -11.887 -8.510
O 5.475 -11.510 -7.360
O 4.990 -13.202 -9.042
O 4.573 -10.771 -9.491
C 10.569 -12.189 -3.335
C 11.134 -11.939 -4.703
O 10.148 -12.584 -5.558
H 11.254 -11.794 -2.584
H 10.295 -13.240 -3.243
H 9.657 -11.595 -3.264
H 12.101 -12.426 -4.826
H 11.188 -10.878 -4.948
H 9.350 -12.051 -5.572
C -1.809 -12.115 -2.021
C -2.007 -10.771 -2.734
O -3.168 -10.162 -2.163
H -1.490 -11.946 -0.992
H -1.115 -12.812 -2.492
H -2.707 -12.729 -2.088
H -2.162 -10.919 -3.803
H -1.106 -10.167 -2.630
H -3.890 -10.794 -2.129
C -4.616 -11.727 -12.120
C -4.946 -11.664 -13.624
O -6.333 -11.539 -13.726
H -3.571 -12.016 -12.011
H -5.261 -12.429 -11.592
H -4.645 -10.743 -11.653
H -4.652 -12.544 -14.196
H -4.398 -10.789 -13.974
H -6.492 -11.302 -14.642
C 0.636 -5.268 -6.409
C 2.157 -4.817 -6.628
O 2.466 -4.734 -7.968
H 0.513 -5.821 -5.478
H 0.199 -5.989 -7.099
H -0.126 -4.495 -6.504
H 2.784 -5.510 -6.067
H 2.378 -3.924 -6.042
H 2.047 -3.922 -8.262
C 7.232 -16.879 -4.285
C 7.318 -17.269 -5.725
O 8.570 -17.054 -6.330
H 6.297 -17.330 -3.952
H 7.176 -15.802 -4.126
H 8.012 -17.465 -3.799
H 6.622 -16.659 -6.301
H 7.073 -18.326 -5.824
H 8.992 -16.215 -6.134
C 0.305 -8.249 -11.248
C -0.344 -7.145 -12.140
O 0.619 -6.471 -12.900
H 0.996 -7.844 -10.509
H 0.616 -9.153 -11.772
H -0.535 -8.640 -10.674
H -0.778 -6.540 -11.345
H -1.133 -7.575 -12.757
H 0.226 -5.738 -13.380
C -0.117 -18.083 -5.034
C -1.119 -18.764 -4.082
O -0.465 -18.987 -2.835
H 0.553 -17.515 -4.389
H -0.596 -17.375 -5.711
H 0.410 -18.744 -5.723
H -1.528 -19.721 -4.408
H -1.943 -18.080 -3.879
H 0.160 -19.706 -2.946
*
```



Entry 3:
# C16H42FN4O3

A 4-piece molecular cluster, C16H42FN4O3 overall (the ωB97M-V functional and the def2-TZVPD basis, the OMol25 dataset).

Values from the calculation:
Highest occupied orbital energy ... -1.8 eV
Kohn-Sham gap ... 4.08 eV
DFT total energy ... -32090.8455 eV

Geometry as ORCA input:
```
! RIJCOSX wB97M-V def2-TZVPD def2/J DEFGRID3
* xyz -1 1
C -1.728 2.873 -2.186
C -1.154 2.980 -0.723
N 0.235 3.371 -0.867
C 0.795 3.729 0.385
C 2.129 2.915 0.558
F 1.175 5.129 0.294
H -1.286 3.709 -2.749
H -1.288 1.948 -2.601
H -2.830 2.882 -2.218
H -1.792 3.729 -0.186
H -1.297 1.966 -0.250
H 0.119 3.563 1.246
H 2.226 2.549 1.599
H 2.159 2.077 -0.147
H 2.957 3.605 0.308
C -0.174 -3.053 1.223
C -0.432 -1.845 0.327
C 0.537 -0.676 0.570
O 0.268 0.069 1.745
C 0.748 -0.519 2.937
N -1.829 -1.430 0.479
H -0.553 -2.908 2.236
H -0.677 -3.935 0.821
H 0.894 -3.277 1.285
H -0.285 -2.173 -0.707
H 0.424 0.033 -0.256
H 1.585 -1.005 0.553
H 1.695 -1.044 2.783
H 0.002 -1.198 3.362
H 0.909 0.283 3.660
H -2.025 -0.694 -0.195
H -1.906 -0.957 1.376
C -1.064 -6.384 6.176
C -0.830 -5.401 5.032
C 0.464 -4.581 5.177
O 0.396 -3.533 6.131
C 0.563 -3.942 7.475
N -2.010 -4.541 4.898
H -1.440 -5.895 7.075
H -1.810 -7.126 5.886
H -0.146 -6.917 6.433
H -0.734 -5.991 4.115
H 0.657 -4.089 4.219
H 1.330 -5.226 5.375
H 1.275 -4.767 7.566
H -0.397 -4.221 7.915
H 0.947 -3.089 8.036
H -1.901 -3.961 4.070
H -1.987 -3.873 5.665
C 0.849 4.676 -5.691
C 0.741 3.160 -5.818
C 1.035 2.634 -7.235
O -0.008 2.836 -8.178
C -0.065 4.138 -8.727
N -0.578 2.742 -5.339
H -0.023 5.192 -6.093
H 0.925 4.956 -4.639
H 1.739 5.053 -6.203
H 1.495 2.727 -5.153
H 1.158 1.549 -7.171
H 1.982 3.033 -7.623
H 0.931 4.571 -8.856
H -0.682 4.791 -8.107
H -0.542 4.066 -9.706
H -0.614 1.727 -5.317
H -1.258 2.991 -6.054
*
```



What did the second record say?
# C16H42F6O13S2Sn

C16H42F6O13S2Sn as an isolated structure (the ωB97M-V functional and the def2-TZVPD basis, the OMol25 dataset).

Values from the calculation:
Highest occupied orbital energy ... -8.9 eV
Energy above the lowest of the compared OMol25 structures with the same formula, charge and spin ... 221.05 kcal per mole
Kohn-Sham gap ... 2.06 eV
DFT total energy ... -87682.8328 eV

Geometry as ORCA input:
```
! RIJCOSX wB97M-V def2-TZVPD def2/J DEFGRID3
* xyz 0 1
Sn 5.735 -6.345 -12.531
C 2.558 -12.934 -15.609
F 1.743 -11.867 -15.855
F 2.419 -13.355 -14.329
F 2.269 -13.930 -16.473
S 4.401 -12.511 -15.783
O 5.167 -13.328 -14.778
O 4.760 -12.821 -17.152
O 4.424 -11.080 -15.564
C 2.795 -12.222 -7.783
F 2.925 -13.011 -6.724
F 1.940 -12.629 -8.759
F 2.356 -11.100 -7.248
S 4.664 -11.887 -8.510
O 5.475 -11.510 -7.360
O 4.990 -13.202 -9.042
O 4.573 -10.771 -9.491
C 10.569 -12.189 -3.335
C 11.134 -11.939 -4.703
O 10.148 -12.584 -5.558
H 11.254 -11.794 -2.584
H 10.295 -13.240 -3.243
H 9.657 -11.595 -3.264
H 12.101 -12.426 -4.826
H 11.188 -10.878 -4.948
H 9.350 -12.051 -5.572
C -1.809 -12.115 -2.021
C -2.007 -10.771 -2.734
O -3.168 -10.162 -2.163
H -1.490 -11.946 -0.992
H -1.115 -12.812 -2.492
H -2.707 -12.729 -2.088
H -2.162 -10.919 -3.803
H -1.106 -10.167 -2.630
H -3.890 -10.794 -2.129
C -4.616 -11.727 -12.120
C -4.946 -11.664 -13.624
O -6.333 -11.539 -13.726
H -3.571 -12.016 -12.011
H -5.261 -12.429 -11.592
H -4.645 -10.743 -11.653
H -4.652 -12.544 -14.196
H -4.398 -10.789 -13.974
H -6.492 -11.302 -14.642
C 0.636 -5.268 -6.409
C 2.157 -4.817 -6.628
O 2.466 -4.734 -7.968
H 0.513 -5.821 -5.478
H 0.199 -5.989 -7.099
H -0.126 -4.495 -6.504
H 2.784 -5.510 -6.067
H 2.378 -3.924 -6.042
H 2.047 -3.922 -8.262
C 7.232 -16.879 -4.285
C 7.318 -17.269 -5.725
O 8.570 -17.054 -6.330
H 6.297 -17.330 -3.952
H 7.176 -15.802 -4.126
H 8.012 -17.465 -3.799
H 6.622 -16.659 -6.301
H 7.073 -18.326 -5.824
H 8.992 -16.215 -6.134
C 0.305 -8.249 -11.248
C -0.344 -7.145 -12.140
O 0.619 -6.471 -12.900
H 0.996 -7.844 -10.509
H 0.616 -9.153 -11.772
H -0.535 -8.640 -10.674
H -0.778 -6.540 -11.345
H -1.133 -7.575 -12.757
H 0.226 -5.738 -13.380
C -0.117 -18.083 -5.034
C -1.119 -18.764 -4.082
O -0.465 -18.987 -2.835
H 0.553 -17.515 -4.389
H -0.596 -17.375 -5.711
H 0.410 -18.744 -5.723
H -1.528 -19.721 -4.408
H -1.943 -18.080 -3.879
H 0.160 -19.706 -2.946
*
```